Entry a
Below is C3H6N2O3 as an isolated structure, with properties calculated with ωB97M-V/def2-TZVPD.

Values from the calculation:
LUMO, Ha: 0.0203
2S+1: 1
HOMO level, eV: -9.18

Atoms and positions in Å:
C  -2.695  -0.234  0.154
C  -1.301  -0.743  0.127
C  1.733  0.356  -0.176
H  -1.980  1.580  0.331
H  -3.061  -0.606  -0.807
H  -3.174  -0.641  1.121
H  -1.093  -1.860  0.199
H  1.677  1.511  -0.358
H  4.922  -0.386  -0.445
N  -0.350  0.048  -0.060
N  2.950  -0.201  0.153
O  -2.718  1.143  -0.065
O  0.825  -0.464  -0.401
O  4.265  0.495  0.228

***

Entry b
Below is a single C3H6N2O3 molecule, with properties calculated with ωB97M-V/def2-TZVPD.

Values from the calculation:
LUMO, Ha: 0.0134
SMILES string: NNC(=O)COC=O
2S+1: 1
HOMO level, eV: -9.83

Atoms and positions in Å:
C  -0.197  -0.965  -0.494
C  -0.130  0.435  0.143
C  -1.588  2.319  -0.092
H  1.178  -1.597  1.421
H  2.282  -0.722  0.800
H  0.898  -2.653  -1.204
H  -0.047  0.361  1.119
H  0.735  0.951  -0.164
H  -2.533  2.532  -0.483
N  1.856  -1.858  0.641
N  0.841  -1.762  -0.485
O  -1.280  -1.149  -0.990
O  -1.320  1.079  -0.488
O  -0.695  3.030  0.277

***

How far above the most stable structure does each one sit? In kJ/mol: entry a 371.0; entry b 0.0.

***

Entry a
Below is an isolated ion of composition CH2NOS and charge -1, with properties calculated with ωB97M-V/def2-TZVPD.

Values from the calculation:
Total charge: -1
LUMO, Ha: 0.1504
SMILES string: NC([O-])=S
2S+1: 1
HOMO level, eV: -3.10

Atoms and positions in Å:
C  -0.552  -0.249  -0.063
N  0.794  0.192  -0.018
O  -0.808  -1.578  -0.207
S  -1.738  0.919  -0.182
H  1.568  -0.414  0.281
H  0.736  1.130  0.189

***

Entry b
Below is an isolated ion of composition CH2NOS and charge -1, with properties calculated with ωB97M-V/def2-TZVPD.

Values from the calculation:
Total charge: -1
LUMO, Ha: 0.1527
SMILES string: NC([O-])=S
2S+1: 1
HOMO level, eV: -2.93

Atoms and positions in Å:
C  0.599  -0.193  0.079
N  -0.777  0.135  0.137
O  0.805  -1.398  0.087
S  1.782  0.982  0.072
H  -1.259  -0.646  -0.245
H  -1.149  1.120  -0.130

***

How far above the most stable structure does each one sit? In kJ/mol: entry a 39.9; entry b 0.0.

***

Entry a
Below is C18H48CoF4N2O14S4 as an isolated structure, with properties calculated with ωB97M-V/def2-TZVPD.

Values from the calculation:
LUMO (alpha / beta), Ha: -0.0307 / -0.0767
2S+1: 4
HOMO level (alpha / beta), eV: -9.76 / -9.76

Atoms and positions in Å:
Co  21.591  14.069  -8.666
N  22.215  13.070  -7.130
S  23.177  11.954  -6.534
O  22.608  10.654  -6.312
O  24.218  12.491  -5.727
F  23.963  11.760  -7.928
S  21.324  13.419  -5.651
O  21.322  14.787  -5.258
O  21.310  12.423  -4.623
F  19.926  13.237  -6.406
N  22.538  14.376  -10.410
S  22.050  15.332  -11.700
O  22.111  14.768  -13.014
O  22.312  16.742  -11.596
F  20.501  15.230  -11.332
S  23.979  14.125  -10.856
O  24.741  15.233  -11.365
O  24.230  12.807  -11.377
F  24.674  13.980  -9.406
C  21.250  20.117  -8.112
C  21.884  19.608  -9.391
C  23.186  20.365  -9.716
O  22.217  18.207  -9.331
H  22.014  20.163  -7.337
H  20.349  19.566  -7.842
H  20.868  21.130  -8.259
H  21.203  19.712  -10.242
H  22.996  21.439  -9.790
H  23.589  20.106  -10.697
H  23.967  20.133  -8.993
H  22.077  17.852  -10.230
C  18.701  17.330  -9.165
C  19.551  16.590  -8.153
C  18.832  16.444  -6.824
O  19.823  15.234  -8.637
H  17.754  16.791  -9.274
H  19.142  17.462  -10.155
H  18.494  18.357  -8.862
H  20.506  17.103  -8.064
H  18.468  17.451  -6.578
H  19.438  16.125  -5.983
H  17.910  15.863  -6.912
H  18.941  14.848  -8.746
C  29.726  16.335  -10.502
C  28.491  17.043  -11.032
C  27.222  16.666  -10.296
O  28.689  18.467  -10.853
H  30.153  16.650  -9.551
H  30.571  16.387  -11.193
H  29.480  15.271  -10.427
H  28.363  16.842  -12.103
H  26.332  17.260  -10.472
H  27.482  16.704  -9.231
H  27.077  15.587  -10.415
H  27.970  18.881  -11.341
C  19.802  13.743  -15.151
C  19.119  14.995  -15.661
C  18.970  16.065  -14.581
O  19.989  15.575  -16.641
H  19.345  13.256  -14.288
H  20.881  13.819  -14.995
H  19.891  13.027  -15.981
H  18.143  14.756  -16.096
H  19.839  15.994  -13.924
H  18.107  15.894  -13.929
H  18.862  17.087  -14.938
H  19.853  15.120  -17.479
C  25.616  12.373  -14.658
C  24.517  13.149  -15.384
C  24.831  14.629  -15.351
O  24.231  12.696  -16.705
H  25.640  11.313  -14.909
H  25.548  12.529  -13.581
H  26.625  12.753  -14.859
H  23.568  13.031  -14.845
H  25.201  15.035  -14.410
H  23.973  15.172  -15.751
H  25.714  14.804  -15.983
H  24.241  13.474  -17.273
C  24.851  16.596  -7.293
C  23.472  16.219  -6.749
C  22.801  17.344  -5.963
O  22.671  15.918  -7.926
H  25.471  17.044  -6.509
H  24.849  17.265  -8.151
H  25.417  15.700  -7.548
H  23.511  15.310  -6.157
H  21.729  17.173  -5.854
H  22.951  18.324  -6.417
H  23.181  17.390  -4.941
H  22.630  16.752  -8.442

***

Entry b
Below is C18H48CoF4N2O14S4 as an isolated structure, with properties calculated with ωB97M-V/def2-TZVPD.

Values from the calculation:
LUMO (alpha / beta), Ha: -0.0540 / -0.0667
2S+1: 4
HOMO level (alpha / beta), eV: -9.50 / -9.50

Atoms and positions in Å:
Co  0.190  -0.695  0.868
N  0.698  -0.649  2.731
S  0.263  -1.159  4.137
O  -0.481  -0.211  4.955
O  0.853  -2.354  4.670
F  -0.874  -2.040  3.485
S  2.093  0.074  3.469
O  3.317  -0.746  3.482
O  1.964  1.158  4.444
F  2.483  1.062  2.235
N  1.175  0.064  -0.669
S  2.773  -0.338  -1.228
O  3.743  0.699  -1.636
O  3.042  -1.659  -1.681
F  3.369  -0.584  0.274
S  0.942  0.836  -1.968
O  1.164  0.109  -3.222
O  1.133  2.209  -1.845
F  -0.637  0.747  -1.875
C  -3.691  -1.453  -0.543
C  -3.078  -1.706  0.820
C  -3.573  -2.936  1.510
O  -1.687  -1.830  0.649
H  -3.570  -2.255  -1.270
H  -3.238  -0.582  -1.017
H  -4.759  -1.253  -0.459
H  -3.315  -0.815  1.402
H  -3.081  -3.030  2.478
H  -3.220  -3.795  0.940
H  -4.649  -2.782  1.596
H  -1.482  -2.648  0.191
C  0.677  -4.524  1.687
C  1.761  -3.487  1.448
C  3.023  -4.063  0.880
O  1.209  -2.597  0.443
H  0.729  -5.175  0.815
H  -0.268  -3.983  1.729
H  0.853  -5.158  2.556
H  1.957  -2.984  2.395
H  3.743  -3.285  0.626
H  2.897  -4.766  0.057
H  3.408  -4.606  1.743
H  1.185  -3.113  -0.367
C  4.039  3.514  0.765
C  4.286  4.114  -0.615
C  4.094  5.668  -0.603
O  5.626  3.892  -1.056
H  4.937  3.612  1.375
H  3.885  2.447  0.603
H  3.179  3.935  1.285
H  3.684  3.642  -1.391
H  4.228  6.067  -1.608
H  4.783  6.106  0.119
H  3.064  5.931  -0.360
H  5.909  2.992  -0.878
C  -0.267  3.198  1.386
C  -0.965  1.876  1.876
C  -2.407  2.058  2.408
O  -1.014  0.981  0.841
H  -0.160  3.908  2.207
H  -0.950  3.769  0.756
H  0.696  3.077  0.888
H  -0.412  1.439  2.708
H  -2.756  1.094  2.777
H  -3.083  2.378  1.616
H  -2.574  2.805  3.185
H  -1.505  1.385  0.121
C  0.802  -3.835  -3.069
C  -0.566  -3.534  -2.436
C  -1.629  -4.314  -3.211
O  -0.674  -4.021  -1.045
H  1.623  -3.412  -2.490
H  0.786  -3.490  -4.103
H  1.060  -4.894  -3.065
H  -0.782  -2.475  -2.294
H  -1.911  -3.699  -4.066
H  -2.497  -4.578  -2.607
H  -1.265  -5.220  -3.696
H  -0.726  -4.975  -1.138
C  -2.877  3.204  -3.302
C  -2.848  3.770  -1.967
C  -4.054  4.673  -1.522
O  -2.641  2.751  -1.079
H  -3.678  2.466  -3.354
H  -2.018  2.613  -3.618
H  -3.160  3.993  -3.998
H  -1.922  4.344  -1.970
H  -5.004  4.378  -1.968
H  -3.883  5.691  -1.871
H  -4.054  4.764  -0.436
H  -3.437  2.215  -1.034

***

How far above the most stable structure does each one sit? In kJ/mol: entry a 0.0; entry b 211.7.

***

Entry a
Below is a 2-piece molecular cluster, C5H6F2N2 overall, with properties calculated with ωB97M-V/def2-TZVPD.

Values from the calculation:
LUMO, Ha: 0.0303
2S+1: 1
HOMO level, eV: -8.72

Atoms and positions in Å:
C  -1.911  -1.131  0.441
C  -1.460  -0.521  1.604
C  -1.278  -0.413  -0.531
C  0.377  1.239  -0.747
C  2.216  0.164  -0.340
N  -0.507  0.375  1.433
N  -0.398  0.454  0.098
F  2.015  -1.024  -1.008
F  3.325  0.757  -0.844
H  -2.730  -1.760  0.340
H  -1.537  -0.763  2.625
H  -1.352  -0.515  -1.558
H  0.276  0.815  -1.769
H  0.595  2.313  -0.575
H  2.370  0.012  0.830

***

Entry b
Below is a single C5H6F2N2 molecule, with properties calculated with ωB97M-V/def2-TZVPD.

Values from the calculation:
LUMO, Ha: 0.0308
SMILES string: CC(F)(F)c1cnc[nH]1
2S+1: 1
HOMO level, eV: -9.32

Atoms and positions in Å:
C  0.121  -0.379  -1.375
C  2.046  0.512  -1.457
C  0.413  0.015  -0.093
C  -2.107  -0.355  0.829
C  -0.344  -0.082  1.173
N  1.144  -0.064  -2.201
N  1.660  0.584  -0.164
F  -0.239  1.047  1.920
F  0.073  -1.095  1.974
H  -0.758  -0.858  -1.747
H  2.985  0.888  -1.809
H  -2.574  -0.422  1.801
H  -2.156  -1.281  0.278
H  -2.431  0.502  0.262
H  2.169  0.988  0.606

***

How far above the most stable structure does each one sit? In kJ/mol: entry a 303.3; entry b 0.0.

***

Entry a
Below is a 2-piece molecular cluster, C2H2N2O2S overall, with properties calculated with ωB97M-V/def2-TZVPD.

Values from the calculation:
LUMO (alpha / beta), Ha: -0.0188 / -0.1578
2S+1: 3
HOMO level (alpha / beta), eV: -8.99 / -11.48

Atoms and positions in Å:
C  -2.910  1.074  0.121
C  -0.042  0.517  -0.183
N  -3.983  1.076  -0.222
N  -0.897  -0.109  0.458
O  -0.633  2.381  -2.011
O  -0.266  3.341  0.251
S  -0.771  2.309  -0.547
H  0.798  0.299  -0.811
H  -0.840  -1.085  0.490

***

Entry b
Below is a 2-piece molecular cluster, C2H2N2O2S overall, with properties calculated with ωB97M-V/def2-TZVPD.

Values from the calculation:
LUMO (alpha / beta), Ha: 0.0130 / -0.0946
2S+1: 3
HOMO level (alpha / beta), eV: -5.44 / -9.35

Atoms and positions in Å:
C  0.188  -0.124  -2.570
C  0.854  0.972  1.142
N  -0.606  -0.694  -1.928
N  0.469  0.177  1.945
O  1.491  1.520  0.343
O  -0.580  -0.008  2.800
S  -1.585  -1.499  -1.063
H  0.765  0.494  -3.190
H  -0.996  -0.838  2.521

***

Entry c
Below is C2H2N2O2S as an isolated structure, with properties calculated with ωB97M-V/def2-TZVPD.

Values from the calculation:
LUMO (alpha / beta), Ha: -0.0170 / -0.1667
2S+1: 3
HOMO level (alpha / beta), eV: -7.01 / -10.43

Atoms and positions in Å:
C  0.948  -1.229  0.166
C  0.428  -0.059  -0.549
N  1.447  -2.024  0.863
N  -1.318  0.085  0.017
O  -2.096  -0.263  -0.811
O  -1.554  0.517  1.078
S  1.324  1.521  -0.119
H  0.146  -0.070  -1.646
H  0.675  1.523  1.000

***

How far above the most stable structure does each one sit? In kJ/mol: entry a 0.0; entry b 77.3; entry c 128.3.

***

Entry a
Below is C23H43N2OP3PtS as an isolated structure, with properties calculated with ωB97M-V/def2-TZVPD.

Values from the calculation:
Total charge: +4
LUMO (alpha / beta), Ha: -0.5028 / -0.5865
2S+1: 5
HOMO level (alpha / beta), eV: -18.75 / -18.75

Atoms and positions in Å:
Pt  -0.902  -0.294  -0.546
P  -0.250  1.731  0.832
P  -1.492  -2.371  0.227
P  -2.794  0.535  -1.444
H  2.172  0.661  -2.695
C  1.920  1.741  -2.775
C  2.608  2.641  -2.050
H  3.603  2.456  -1.663
C  1.178  2.326  1.824
C  -1.299  1.375  2.291
C  -0.919  3.349  0.289
C  -1.323  -3.628  -1.066
C  -0.574  -3.097  1.604
C  -3.211  -2.295  0.789
C  -2.487  2.018  -2.466
C  -3.844  1.142  -0.088
C  -3.978  -0.628  -2.282
H  0.933  1.998  -3.251
H  2.189  3.637  -1.878
H  2.104  2.029  1.339
H  1.160  1.889  2.832
H  1.170  3.418  1.935
H  -1.032  0.399  2.697
H  -2.360  1.382  2.049
H  -1.080  2.133  3.051
H  -0.699  3.501  -0.772
H  -0.449  4.167  0.843
H  -2.005  3.408  0.445
H  -1.755  -4.599  -0.790
H  -0.251  -3.769  -1.235
H  -1.767  -3.291  -2.008
H  -0.964  -4.076  1.894
H  -0.608  -2.464  2.491
H  0.473  -3.239  1.331
H  -3.549  -3.242  1.217
H  -3.910  -2.037  -0.009
H  -3.309  -1.537  1.571
H  -2.814  1.864  -3.507
H  -1.407  2.246  -2.458
H  -3.023  2.881  -2.031
H  -4.854  1.299  -0.506
H  -3.441  2.089  0.287
H  -3.894  0.391  0.710
H  -4.067  -0.367  -3.361
H  -4.973  -0.527  -1.796
H  -3.635  -1.666  -2.173
C  -0.804  -0.857  -5.257
C  -1.355  -1.872  -6.082
C  -1.297  -1.737  -7.445
C  -0.676  -0.612  -7.982
C  -0.032  0.370  -7.199
C  -0.076  0.244  -5.821
S  -1.148  -0.804  -3.638
H  -0.068  -1.176  -1.445
H  -1.896  -2.671  -5.559
H  -1.738  -2.538  -8.047
H  -0.696  -0.437  -9.045
H  0.480  1.238  -7.607
H  0.346  0.951  -5.118
N  6.380  -1.559  0.509
C  5.230  -1.197  -0.180
O  5.243  -0.892  -1.359
C  3.961  -1.140  0.639
C  3.939  -1.160  2.044
C  2.721  -0.966  2.688
C  1.576  -0.839  1.885
N  1.550  -0.896  0.556
C  2.741  -1.000  -0.067
H  7.240  -1.673  -0.027
H  6.330  -2.009  1.398
H  4.887  -1.273  2.545
H  2.565  -0.837  3.758
H  0.625  -0.644  2.345
H  2.711  -0.973  -1.151

***

Entry b
Below is C23H43N2OP3PtS as an isolated structure, with properties calculated with ωB97M-V/def2-TZVPD.

Values from the calculation:
Total charge: +4
LUMO (alpha / beta), Ha: -0.4234 / -0.5862
2S+1: 5
HOMO level (alpha / beta), eV: -19.27 / -19.44

Atoms and positions in Å:
Pt  0.336  -0.359  0.032
P  -0.627  0.433  -1.992
P  0.866  -1.996  1.642
P  2.574  0.173  -0.579
H  -1.962  4.357  0.941
C  -2.317  4.125  -0.070
C  -3.224  3.164  -0.296
H  -3.549  2.485  0.499
C  -2.451  0.408  -2.081
C  -0.163  -0.598  -3.429
C  -0.290  2.156  -2.500
C  1.588  -1.259  3.137
C  -0.493  -3.030  2.295
C  2.065  -3.255  1.060
C  2.813  1.916  -1.016
C  3.146  -0.771  -2.031
C  3.846  -0.115  0.692
H  -1.948  4.757  -0.884
H  -3.698  3.037  -1.276
H  -2.876  0.552  -1.081
H  -2.797  -0.553  -2.482
H  -2.796  1.221  -2.737
H  -0.800  -1.489  -3.459
H  0.886  -0.908  -3.375
H  -0.320  -0.018  -4.349
H  -0.523  2.844  -1.678
H  -0.941  2.398  -3.353
H  0.753  2.265  -2.815
H  1.613  -2.017  3.930
H  0.971  -0.417  3.464
H  2.606  -0.908  2.939
H  -0.252  -3.334  3.323
H  -0.610  -3.925  1.673
H  -1.429  -2.461  2.297
H  2.589  -3.699  1.918
H  2.799  -2.844  0.358
H  1.504  -4.050  0.549
H  3.371  2.420  -0.219
H  1.863  2.440  -1.139
H  3.380  1.976  -1.952
H  4.244  -0.803  -2.021
H  2.811  -0.275  -2.950
H  2.757  -1.797  -2.004
H  3.661  0.532  1.559
H  4.823  0.144  0.258
H  3.867  -1.163  1.009
C  1.208  2.616  1.804
C  2.169  2.342  2.802
C  3.195  3.251  3.048
C  3.234  4.468  2.360
C  2.222  4.795  1.450
C  1.195  3.894  1.198
S  -0.029  1.462  1.413
H  -0.382  -2.755  -1.256
H  2.066  1.425  3.379
H  3.964  3.006  3.784
H  4.042  5.175  2.549
H  2.236  5.756  0.932
H  0.366  4.135  0.533
N  -5.456  -1.811  1.121
C  -4.224  -1.416  0.684
O  -3.779  -0.286  0.903
C  -3.487  -2.417  -0.159
C  -4.091  -3.449  -0.893
C  -3.305  -4.227  -1.747
C  -1.946  -3.979  -1.866
N  -1.384  -2.963  -1.146
C  -2.125  -2.211  -0.295
H  -5.913  -1.180  1.765
H  -5.670  -2.790  1.221
H  -5.163  -3.607  -0.807
H  -3.743  -5.030  -2.341
H  -1.277  -4.544  -2.510
H  -1.588  -1.416  0.264

***

How far above the most stable structure does each one sit? In kJ/mol: entry a 398.0; entry b 0.0.